No. 1
Formula: C17H26IN3O2
Source: OMol25
Level of theory: the ωB97M-V functional and the def2-TZVPD basis

For the HOMO-LUMO gap, the calculation gives 8.4 eV. The spin multiplicity is 1. The HOMO energy is -8.297 eV. As for the lowest unoccupied orbital energy: 0.11 eV. As for the total charge: 0.

```
49
Properties=species:S:1:pos:R:3:forces:R:3
C 1.354 -5.208 -1.387 -0.2 -0.3 -0.9
C 1.330 -4.161 -2.513 -0.9 -0.1 0.8
N 0.757 -2.869 -2.082 -0.4 0.0 -0.6
C 1.399 -2.187 -0.944 -0.6 -0.7 -0.7
C 0.930 -0.760 -0.831 -0.5 0.5 -1.6
N -0.542 -0.635 -0.815 -0.4 -0.1 0.6
C -1.058 0.754 -0.749 1.0 -0.1 0.2
C -2.467 0.859 -0.133 0.6 -0.9 -0.3
C -2.638 0.229 1.261 -0.9 0.6 -0.3
N -1.760 0.922 2.176 0.5 1.5 1.9
C -2.025 2.161 2.775 -1.0 -2.0 -1.8
O -3.096 2.693 2.568 -0.2 0.6 0.4
C -1.004 2.783 3.687 0.8 0.0 -0.4
O 0.337 2.422 3.341 -0.7 -0.1 0.5
C 0.839 2.814 2.146 0.9 0.9 -1.0
C 0.294 3.734 1.221 0.2 -0.3 0.4
C 0.993 4.045 0.033 0.4 -1.1 0.6
C 2.225 3.446 -0.250 0.5 0.2 -0.3
I 3.274 3.997 -2.187 -1.0 -0.6 1.9
C 2.807 2.569 0.704 -1.0 1.2 -0.5
C 2.117 2.300 1.873 -0.2 -0.4 -0.2
C -1.213 -1.411 -1.877 0.9 -0.1 -0.1
C -0.724 -2.880 -1.938 1.3 1.7 0.0
H 1.999 -4.943 -0.578 0.5 0.4 0.5
H 1.745 -6.142 -1.802 -0.3 -0.1 0.2
H 0.357 -5.348 -0.966 0.0 -0.2 -0.1
H 2.340 -4.042 -2.903 0.0 0.3 0.0
H 0.697 -4.574 -3.335 0.5 0.5 0.5
H 1.220 -2.688 -0.006 -0.4 -0.5 0.7
H 2.476 -2.192 -1.052 0.3 0.0 -0.4
H 1.357 -0.222 -1.707 -0.2 0.0 0.1
H 1.417 -0.331 0.034 -0.4 0.3 0.5
H -0.363 1.352 -0.125 -0.2 -0.4 -0.2
H -1.017 1.254 -1.762 -0.3 -0.4 0.7
H -2.708 1.906 -0.071 -0.4 0.4 -0.1
H -3.120 0.355 -0.823 -0.7 0.0 -0.3
H -3.731 0.292 1.599 1.6 0.1 -0.4
H -2.328 -0.819 1.253 -0.1 0.1 0.0
H -0.823 0.585 2.247 0.4 -0.2 0.1
H -1.145 3.854 3.721 0.0 0.4 -0.4
H -1.176 2.472 4.705 0.1 -0.5 0.3
H -0.664 4.237 1.392 0.3 -0.3 0.0
H 0.502 4.694 -0.659 0.0 0.4 -0.4
H 3.780 2.137 0.628 0.4 -0.1 -0.5
H 2.582 1.606 2.569 -0.2 0.2 0.1
H -2.304 -1.436 -1.749 0.3 0.3 0.2
H -0.983 -0.926 -2.850 -0.2 -0.3 0.1
H -1.210 -3.313 -2.801 0.2 -0.4 -0.2
H -1.028 -3.386 -1.035 -0.3 -0.4 0.5
```
Positions in Å, forces in eV/Å.

***

No. 2
Formula: C11H15ClN2O2STc
Source: OMol25
Level of theory: the ωB97M-V functional and the def2-TZVPD basis

For the HOMO-LUMO gap (spin up / spin down), the calculation gives 6.0 / 6.5 eV. The spin multiplicity is 4. The HOMO energy (spin up / spin down) is -14.750 / -16.228 eV. As for the lowest unoccupied orbital energy (spin up / spin down): -8.78 / -9.71 eV. As for the total charge: +2.

```
33
Properties=species:S:1:pos:R:3:forces:R:3
Cl 3.249 0.398 -1.105 -1.7 0.5 0.3
C 1.422 2.583 1.670 -0.1 -0.3 -0.2
C 0.130 3.008 1.204 0.2 -0.5 -0.2
C 0.277 3.495 -0.131 0.7 -0.2 -0.4
H -0.793 3.014 1.794 0.4 -0.1 -0.3
C 1.672 3.377 -0.510 -1.2 -0.1 0.5
C 2.361 2.809 0.626 -0.2 -0.1 0.2
H 3.419 2.551 0.630 -0.3 0.1 0.1
H 1.647 2.186 2.664 -0.1 0.1 -0.5
H -0.508 3.933 -0.758 0.3 -0.3 0.3
C 2.280 3.759 -1.803 0.1 -0.1 -0.3
Tc 0.913 1.234 -0.208 4.2 2.7 1.8
C 0.445 0.627 -2.050 -0.7 -1.2 -4.8
O 0.176 0.209 -3.083 0.7 1.1 2.6
C 1.132 -0.665 0.679 2.2 -3.7 1.8
O 1.388 -1.757 1.094 -0.6 3.7 -1.2
H 1.572 3.601 -2.620 0.1 0.2 0.0
H 3.165 3.146 -1.977 0.0 0.2 -0.1
H 2.570 4.814 -1.795 0.0 -0.1 0.0
C -1.244 -4.382 -0.485 -0.3 -0.8 -0.2
N -1.052 -2.952 -0.666 0.2 -0.3 0.0
C -1.300 -2.085 0.273 0.5 2.2 -0.1
S -0.678 -0.403 -0.004 -3.3 -1.4 -0.1
N -2.043 -2.082 1.356 -0.2 -0.2 0.2
C -3.237 -2.892 1.473 -0.5 -0.8 0.6
H -1.537 -4.578 0.540 0.0 -0.1 0.0
H -0.310 -4.910 -0.682 0.0 0.1 0.0
H -2.006 -4.729 -1.186 0.1 -0.1 0.2
H -0.573 -2.688 -1.548 -0.5 0.2 1.1
H -1.926 -1.358 2.094 0.2 -0.7 -1.2
H -3.110 -3.570 2.318 -0.3 -0.2 -0.1
H -4.106 -2.258 1.647 0.2 0.1 0.0
H -3.393 -3.438 0.549 -0.1 -0.1 0.1
```
Positions in Å, forces in eV/Å.

***

Which F_max belongs to each record? In order, 2.87; 5.30 eV Å⁻¹.
Which energy above the lowest of the compared OMol25 structures with the same formula, charge and spin belongs to each record? In order, 0.0; 0.0 kcal/mol.